Here is C4H5NO in the gas phase from OMol25. Energies are from ωB97M-V with the def2-TZVPD basis set.

Geometry as XYZ:
```
11
Properties=species:S:1:pos:R:3:forces:R:3
C -1.214 -0.280 0.272 -0.030 -0.071 0.013
C 0.109 -1.029 0.000 0.009 -0.040 -0.005
H -2.003 1.587 0.420 0.140 -0.157 -0.078
H 0.045 -1.987 0.521 0.257 0.332 0.240
C 1.326 -0.228 0.139 0.450 0.435 -0.336
C 2.226 0.480 -0.237 -0.377 -0.409 -0.028
O -2.220 -0.885 0.590 0.377 0.092 -0.213
H 2.943 0.974 -0.848 0.280 0.231 0.480
N -1.182 1.074 0.130 -0.008 -0.072 0.068
H 0.278 -1.277 -1.053 -1.053 -0.198 -0.113
H -0.307 1.571 0.064 -0.046 -0.142 -0.028
```
Positions in Å, forces in eV/Å.

Output
Energy above the lowest of the compared OMol25 structures with the same formula, charge and spin, kJ/mol: 161.6
Molar mass, u: 83.090
Highest occupied orbital energy, eV: -9.9
Kohn-Sham gap, eV: 10.67